Here is one molecule with the formula H3N3O3S from the Open Molecules 2025 dataset. Energies are from wB97M-V/def2-TZVPD.

Geometry (Å):
N 2.36060 -0.12268 -0.29559
N -1.42445 -0.67114 0.54154
N -1.02967 1.00400 -1.15848
O 3.08148 -0.95531 0.11444
O -0.07110 1.32491 1.23336
O 0.99861 -0.47699 -0.12280
S -0.39622 0.50831 0.11313
H -1.70119 -1.22359 -0.24924
H -1.24641 -1.18312 1.38982
H -0.57164 1.79559 -1.56618

Atoms 1-2, force components in eV/Å:
1.424 0.441 0.360
0.255 0.355 -0.104

Energy above the lowest of the compared OMol25 structures with the same formula, charge and spin   118.7 kJ/mol
Total energy   -21492.0846 eV
SMILES string   N=[S@](N)(=O)ON=O
HOMO-LUMO gap   10.1623 eV
2S+1   1
HOMO level   -10.474 eV
Maximum force   0.0377 Eh/bohr

Here are the Mulliken charges for atoms 1 to 4, given in e: N 0.287; N -0.481; N -0.583; O -0.249

***

Here is C4H10N2 as an isolated structure from the Open Molecules 2025 dataset. Energies are from wB97M-V/def2-TZVPD.

Geometry (Å):
C 0.82219 0.06359 -0.42603
C -0.03828 -0.92335 0.32366
C -0.48683 -2.21877 -0.32035
C 0.42303 2.31104 0.55431
N -1.26291 0.48211 0.17803
N -0.02899 1.17154 -0.37485
H 1.81996 0.19437 -0.01953
H 0.92090 -0.33096 -1.58780
H 0.06768 -0.94826 1.46477
H 0.36008 -2.94072 -0.34744
H -0.86956 -1.99280 -1.25579
H -1.24491 -2.80582 0.24192
H 1.11939 2.86275 0.01384
H -0.49562 2.81319 0.66234
H 0.80131 1.89569 1.52843
H -1.90744 0.36639 -0.63550

Atoms 1-2, force components in eV/Å:
0.833 -2.379 -2.890
-3.494 1.699 1.556

Energy above the lowest of the compared OMol25 structures with the same formula, charge and spin   389.1 kJ/mol
Total energy   -7286.5873 eV
HOMO-LUMO gap   9.2385 eV
2S+1   1
HOMO level   -8.109 eV
Maximum force   0.0814 Eh/bohr

Here are the Mulliken charges for atoms 1 to 4, given in e: C -0.530; C 0.303; C -1.278; C -0.777

***

Here is C29H50GaN9S2 as an isolated structure from the Open Molecules 2025 dataset. Energies are from wB97M-V/def2-TZVPD.

Geometry (Å):
Ga 0.38025 0.33819 0.29299
C 1.57700 0.71651 3.01174
N 1.57562 0.69165 4.45235
C 0.43174 1.46274 4.94574
N -0.82732 0.90032 4.44426
C -0.82500 0.92979 3.00407
N 0.31753 0.14052 2.43624
C 0.20801 -1.25815 2.95442
N 0.19812 -1.28991 4.39650
C 1.44251 -0.69741 4.90195
C -0.92655 -0.49151 4.89468
H 2.40878 0.12175 2.64062
H 1.66497 1.74712 2.65981
H 0.52341 2.49807 4.61242
H 0.42354 1.44214 6.03456
H -0.73040 1.96072 2.65104
H -1.75699 0.50725 2.62670
H 1.05427 -1.83501 2.57426
H -0.71248 -1.69296 2.57190
H 2.29194 -1.27891 4.53924
H 1.43665 -0.72681 5.99055
H -0.92191 -0.51387 5.98357
H -1.86700 -0.91942 4.53902
C -4.20899 2.45905 -1.44196
N -2.78444 2.88462 -1.48033
C -2.02222 2.09568 -2.48415
C -2.17715 2.79079 -0.10390
C -0.74893 3.26002 -0.08163
C -0.53530 4.63490 -0.17466
C 0.74167 5.16692 -0.18693
C 1.82548 4.30714 -0.13828
C 1.61848 2.93791 -0.04816
C 0.33881 2.37789 0.00835
H -4.65254 2.54200 -2.43124
H -4.76529 3.08760 -0.75013
H -4.24807 1.42400 -1.10569
H -2.73902 3.86567 -1.76106
H -1.99286 1.05742 -2.15721
H -1.00698 2.47403 -2.56630
H -2.51246 2.16759 -3.45220
H -2.25482 1.75625 0.20445
H -2.79414 3.39728 0.55994
H -1.38920 5.30575 -0.21785
H 0.88729 6.23764 -0.22959
H 2.83342 4.70024 -0.16803
H 2.47765 2.28544 -0.03866
C 4.41765 1.43847 1.37667
C 4.09442 0.41490 0.33268
C 5.13181 -0.18806 -0.36825
C 4.81133 -1.11830 -1.33944
N 3.55002 -1.45281 -1.59832
C 2.61781 -0.85884 -0.88013
S 0.95977 -1.28643 -1.18712
N 2.81576 0.07619 0.07492
H 5.32752 1.96888 1.10350
H 4.60992 0.94509 2.33269
H 3.61514 2.15571 1.52059
H 6.15715 0.08030 -0.15948
H 5.56580 -1.61185 -1.94036
C -5.03122 -1.84881 -2.31781
C -4.15175 -1.68440 -3.55761
C -2.91632 -2.59034 -3.60340
C -1.84180 -2.27363 -2.56153
N -2.14116 -2.86022 -1.25722
C -2.20115 -2.26700 -0.08264
S -2.08078 -0.54204 0.10817
N -2.44700 -2.98592 1.00912
C -2.82070 -4.40132 1.05157
C -4.29450 -4.63130 0.69314
C -5.26006 -3.75952 1.49993
C -5.18980 -4.01318 3.00510
H -5.90907 -1.20554 -2.38753
H -4.50350 -1.59063 -1.39891
H -5.38944 -2.87707 -2.23767
H -3.82682 -0.64207 -3.64856
H -4.75985 -1.90572 -4.43599
H -2.45209 -2.48830 -4.58526
H -3.22363 -3.63638 -3.50412
H -1.73542 -1.19842 -2.43726
H -0.87832 -2.66892 -2.88793
H -2.29304 -3.86002 -1.27557
H -2.69773 -2.45127 1.82309
H -2.62218 -4.74326 2.06553
H -2.16544 -4.97100 0.39040
H -4.51807 -5.68394 0.87771
H -4.44953 -4.44428 -0.37308
H -6.27202 -3.96164 1.14718
H -5.06959 -2.70242 1.28748
H -5.29799 -5.07684 3.22115
H -5.99244 -3.48545 3.51785
H -4.24229 -3.67779 3.43658

Atoms 1-2, force components in eV/Å:
-0.245 0.325 0.169
0.198 0.143 0.199

Energy above the lowest of the compared OMol25 structures with the same formula, charge and spin   43.5 kJ/mol
Charge   +2
Total energy   -118331.3251 eV
HOMO-LUMO gap   9.3012 eV
2S+1   1
HOMO level   -13.682 eV
Maximum force   0.0173 Eh/bohr

Here are the Mulliken charges for atoms 1 to 4, given in e: Ga 0.209; C -0.445; N 0.178; C -0.646

***

Here is C2H6Cl2N as an isolated structure from the Open Molecules 2025 dataset. Energies are from wB97M-V/def2-TZVPD.

Geometry (Å):
C 0.40877 -0.63447 -0.56087
C -1.19176 -0.31692 0.51942
N 1.07439 0.64618 -0.32484
Cl -1.71523 1.27085 -0.01494
Cl -0.91094 -0.37760 2.27798
H 0.77191 -1.53661 -0.24076
H 0.00459 -0.73115 -1.48187
H -1.90558 -1.20773 0.38802
H 1.58626 0.57635 0.61077
H 0.09995 1.31845 -0.22791
H 1.77763 0.99267 -0.94498

Atoms 1-2, force components in eV/Å:
-3.598 2.551 3.684
1.544 -2.804 -0.806

Energy above the lowest of the compared OMol25 structures with the same formula, charge and spin   218.1 kJ/mol
Charge   +1
Total energy   -28697.2796 eV
HOMO-LUMO gap   11.6444 eV
2S+1   1
HOMO level   -15.220 eV
Maximum force   0.1118 Eh/bohr

Here are the Mulliken charges for atoms 1 to 4, given in e: C -0.659; C -0.077; N -0.275; Cl -0.118

***

Here is C27H45CeNO2P2 as an isolated structure from the Open Molecules 2025 dataset. Energies are from wB97M-V/def2-TZVPD.

Geometry (Å):
Ce 2.43110 0.98140 -0.05976
C 3.81282 -0.00014 -1.84326
C 2.70281 0.58037 -2.54808
C 3.82515 2.30670 -1.46635
C 4.54201 1.06502 -1.21183
C 2.67437 1.99037 -2.28251
C 4.20607 -1.43804 -1.86704
H 3.33522 -2.07668 -2.05882
H 4.64376 -1.75421 -0.91033
H 4.94991 -1.63318 -2.65562
C 5.75605 0.86208 -0.37505
H 5.87979 -0.20358 -0.13447
H 5.72300 1.43031 0.57282
H 6.64670 1.18394 -0.93231
C 4.15023 3.64485 -0.90766
H 4.97614 4.08094 -1.48458
H 4.46810 3.59121 0.14934
H 3.28636 4.32181 -0.98542
C 1.62076 2.93134 -2.75669
H 1.91421 3.47016 -3.66817
H 1.38805 3.68555 -1.98977
H 0.70546 2.37503 -3.00219
C 1.84531 -0.13366 -3.52752
H 2.00921 0.21898 -4.55828
H 0.77985 -0.01435 -3.30075
H 2.07618 -1.20110 -3.51821
C 0.36430 -1.93371 1.01976
C 0.80086 -2.36196 -0.16360
C 0.09208 -2.36451 -1.48182
C -1.14959 -1.45497 -1.62625
C -0.98833 -0.00543 -1.31874
C -1.18325 0.61337 -0.13798
C -1.41184 0.00110 1.19773
C -1.01050 -1.49205 1.38079
H -0.21387 -3.40088 -1.72292
H -1.98711 -1.89964 -1.06401
H 0.82362 -2.08401 -2.25903
H -1.71580 -2.13545 0.82054
H 1.06212 -1.93901 1.86896
H 1.81845 -2.78552 -0.20109
H -1.17155 -1.71295 2.44740
H -0.83651 0.56384 1.95564
H -1.20431 1.71145 -0.13224
H -2.48367 0.11316 1.46791
H -1.46043 -1.52485 -2.67988
H -0.78255 0.63648 -2.18673
P -3.75493 -2.19932 0.44042
C -3.72339 -3.23149 1.95682
C -4.61485 -3.33175 -0.69788
P -5.13255 0.50112 -0.12673
C -5.07763 -1.02757 0.93619
C -6.49178 -0.04907 -1.26625
C -6.27916 1.40683 1.00718
H -3.45989 -2.61806 2.82829
H -2.98280 -4.03703 1.86260
H -4.72749 -3.65563 2.08409
H -5.45579 -3.77852 -0.15002
H -3.91719 -4.11850 -1.01829
H -4.96046 -2.79096 -1.58791
H -7.19931 0.82853 1.16800
H -6.51328 2.37850 0.55861
H -5.77546 1.56789 1.96595
H -4.89004 -0.72581 1.98250
H -6.02401 -1.59250 0.85531
H -6.78868 0.81547 -1.87318
H -7.36119 -0.40093 -0.69345
H -6.14979 -0.83625 -1.94634
O 0.92283 0.48650 3.01029
C 1.94338 1.13512 3.24115
C 2.51136 1.56833 4.60065
C 3.76686 2.33978 4.27476
C 3.91806 2.21713 2.76282
O 4.86483 2.60410 2.07698
N 2.80698 1.56905 2.24866
H 1.77253 2.17280 5.13901
H 2.72662 0.66870 5.19158
H 3.68271 3.39616 4.54487
H 4.65273 1.92782 4.76138

Atoms 1-2, force components in eV/Å:
-4.178 -1.522 4.798
0.388 1.280 -1.348

Energy above the lowest of the compared OMol25 structures with the same formula, charge and spin   0.0 kJ/mol
Charge   +1
Total energy   -65814.7477 eV
HOMO-LUMO gap (alpha / beta)   6.7615 / 6.8335 eV
2S+1   2
HOMO level (alpha / beta)   -10.082 / -10.082 eV
Maximum force   0.1272 Eh/bohr

Here are the Mulliken charges for atoms 1 to 4, given in e: Ce 0.705; C 0.473; C 0.611; C 0.476

***

Here is a 8-piece molecular cluster, C37H63O18S overall from the Open Molecules 2025 dataset. Energies are from wB97M-V/def2-TZVPD.

Geometry (Å):
C 6.79816 0.39732 1.57087
C 5.45203 0.72255 2.31155
O 4.73131 -0.53094 2.36157
C 3.63404 -0.33455 3.22475
S 2.14944 -1.22981 2.60411
C 2.40870 -3.06250 2.67292
C 2.56494 -3.51232 1.16158
C 0.71065 -0.86843 3.74165
O -0.45780 -1.39988 3.20477
C -1.13197 -0.49098 2.35371
O -0.31784 -0.01344 1.30960
C 0.03485 1.35718 1.47688
C 1.27288 1.77568 0.60082
O 2.18562 0.72596 0.37750
H 7.62768 1.02744 1.93140
H 7.03503 -0.65500 1.82165
H 6.62724 0.44796 0.48231
H 4.89642 1.48688 1.72548
H 5.61998 1.13014 3.33079
H 3.93143 -0.66554 4.24350
H 3.34072 0.73762 3.28091
H 3.34119 -3.30623 3.22254
H 1.53724 -3.58252 3.11323
H 1.61234 -3.92410 0.78461
H 3.41240 -4.21321 1.04291
H 2.78656 -2.61220 0.54883
H 0.66299 0.20037 4.02843
H 0.91399 -1.42730 4.68158
H -1.95637 -1.06990 1.88598
H -1.62613 0.35564 2.88735
H 0.29200 1.61841 2.53147
H -0.83613 2.00892 1.22353
H 0.89334 2.26255 -0.31933
H 1.82376 2.54231 1.18541
H 1.73677 -0.05511 0.04369
O 2.93025 -6.60161 -0.45650
C 3.13608 -6.00034 -1.47917
O 2.39984 -4.93291 -1.90257
C 2.85164 -4.53289 -3.21330
C 4.26369 -5.06795 -3.33014
C 4.19975 -6.33530 -2.49435
H 2.17939 -4.96444 -3.95819
H 2.81645 -3.44760 -3.29410
H 4.57529 -5.23394 -4.36019
H 4.96602 -4.36424 -2.87571
H 3.86916 -7.19411 -3.08175
H 5.14872 -6.54695 -2.00733
O -1.51094 -6.95844 -3.22912
C -1.41462 -6.64868 -2.07949
O -2.40950 -6.03819 -1.38093
C -1.93925 -5.70380 -0.06830
C -0.77047 -6.63506 0.18726
C -0.19657 -6.82043 -1.20716
H -1.64035 -4.65018 -0.06396
H -2.74431 -5.84384 0.65231
H -0.05458 -6.24145 0.90965
H -1.13523 -7.59315 0.56482
H 0.52767 -6.04586 -1.45228
H 0.24057 -7.80778 -1.33425
O 0.77912 -2.70516 -4.53481
C 0.33559 -1.95485 -3.71653
O 0.21359 -0.61634 -3.91274
C -0.24399 0.00952 -2.70392
C -0.92163 -1.09240 -1.91855
C -0.12165 -2.32027 -2.32469
H 0.62446 0.42468 -2.17894
H -0.92853 0.82095 -2.94683
H -0.93161 -0.91107 -0.84518
H -1.95473 -1.19988 -2.24974
H 0.75735 -2.46498 -1.68978
H -0.73286 -3.22072 -2.33907
O 4.36800 -4.23289 4.66287
C 5.30666 -4.91001 4.33265
O 5.40306 -5.49524 3.12043
C 6.58089 -6.32209 3.07428
C 7.49211 -5.77111 4.15227
C 6.49664 -5.26742 5.18552
H 6.28619 -7.35639 3.26561
H 7.02904 -6.26216 2.08410
H 8.19570 -6.50698 4.53836
H 8.06812 -4.93075 3.75753
H 6.20496 -6.05032 5.88836
H 6.86890 -4.39628 5.71954
O -3.45278 0.55022 -1.28910
C -3.90945 1.31967 -0.49193
O -4.02394 2.64866 -0.72042
C -4.50653 3.30603 0.46543
C -5.20205 2.22284 1.26350
C -4.39435 0.98743 0.89862
H -3.65195 3.73311 0.99926
H -5.18533 4.11024 0.18838
H -5.23540 2.43045 2.33229
H -6.22925 2.10580 0.91244
H -3.53013 0.85756 1.55213
H -5.00638 0.08815 0.89256
O -5.70619 6.47655 1.27510
C -5.04109 7.16177 0.55038
O -5.47815 7.62790 -0.64260
C -4.41013 8.32168 -1.31232
C -3.44766 8.72463 -0.21463
C -3.61387 7.59304 0.78744
H -3.95288 7.64095 -2.03629
H -4.80903 9.18335 -1.84312
H -2.42548 8.85798 -0.56629
H -3.77264 9.66477 0.23632
H -2.95015 6.75327 0.56929
H -3.47525 7.93231 1.81143
O -4.97237 11.05757 -3.76842
C -5.99156 10.62773 -4.22854
O -6.69676 11.25084 -5.20166
C -7.91858 10.53426 -5.44732
C -7.66065 9.12628 -4.94838
C -6.69826 9.36790 -3.79746
H -8.72670 11.02794 -4.90143
H -8.14691 10.55940 -6.51160
H -8.56860 8.59673 -4.66205
H -7.16312 8.54252 -5.72643
H -7.22413 9.56005 -2.85974
H -5.99379 8.54880 -3.67937

Atoms 1-2, force components in eV/Å:
-0.926 -0.389 0.699
1.521 0.185 -1.055

Charge   +1
Total energy   -87073.8999 eV
HOMO-LUMO gap   9.0720 eV
2S+1   1
HOMO level   -11.441 eV
Maximum force   0.0400 Eh/bohr

Here are the Mulliken charges for atoms 1 to 4, given in e: C -1.123; C -0.268; O -0.180; C -0.903

***

Q: The highest maximum force belongs to which entry?
A: C27H45CeNO2P2